ORCA calculation (ωB97M-V/def2-TZVPD) on a single C3H7NO2 molecule.

Computed properties:
- E_HOMO: -9.71 eV
- Kohn-Sham gap: 10.4 eV
- SMILES: NC(=O)CCO
- ΔE to the lowest compared entry with this formula, charge and spin: 0.583 eV

Last column: Mulliken charge in e.
Cartesian coordinates (Å):
N (-0.88010, -1.05431, -1.19256)  -0.338
C (-0.93434, 0.30458, -1.08714)  0.377
O (-1.59266, 1.00322, -1.83650)  -0.628
C (-0.09897, 0.88927, 0.04404)  -0.195
C (1.20154, 0.14186, 0.35583)  -0.699
O (1.00138, -0.92212, 1.27552)  -0.518
H (-0.48902, -1.61314, -0.44701)  0.221
H (-1.50054, -1.48738, -1.85929)  0.229
H (-0.72082, 0.87903, 0.94960)  0.226
H (0.08474, 1.93752, -0.20437)  0.281
H (1.60459, -0.33069, -0.54376)  0.402
H (1.96383, 0.84301, 0.72245)  0.311
H (0.81697, -0.52128, 2.13623)  0.331

---

ORCA calculation (ωB97M-V/def2-TZVPD) on a 6-piece molecular cluster, C20H37N3O6S3 overall in a non-equilibrium geometry.

Computed properties:
- E_HOMO: -8.65 eV
- Kohn-Sham gap: 8.8 eV
- SMILES: N[C@]1(S)C[C@](S)(N=C=S)C(=O)N1.CC(C)=O.CC(C)=O.CC(C)=O.CC(C)=O.CC(C)=O
- ΔE to the lowest compared entry with this formula, charge and spin: 0.000 eV

Last column: Mulliken charge in e.
Cartesian coordinates (Å):
N (-2.24416, -1.44022, 1.77163)  -0.754
C (-0.90048, -1.69566, 1.17424)  0.594
S (0.23055, -1.50839, 2.65808)  -0.173
C (-0.66687, -0.65910, 0.01210)  -1.608
C (0.50159, -1.33167, -0.75079)  1.386
S (2.22714, -1.19673, -0.09251)  -0.102
N (0.53715, -0.60358, -2.08201)  -0.608
C (1.03999, 0.48729, -1.97594)  0.443
S (1.34139, 1.99582, -1.51801)  -0.259
C (0.12269, -2.85443, -0.70973)  -0.367
O (0.48399, -3.71915, -1.43227)  -0.536
N (-0.77824, -2.95917, 0.40884)  0.043
H (-2.11826, -1.41466, 2.78551)  0.352
H (-2.46405, -0.47014, 1.53216)  0.276
H (1.06794, -0.45705, 2.37086)  -0.057
H (-0.55002, 0.40820, 0.28507)  0.340
H (-1.58398, -0.84864, -0.60607)  0.425
H (2.98793, -1.76733, -1.07805)  0.198
H (-0.57659, -3.71510, 1.06399)  0.364
C (4.35059, 4.71090, -0.40034)  -1.009
C (5.00709, 3.36843, -0.20541)  0.827
C (6.15143, 3.01731, -1.12079)  -1.179
O (4.62929, 2.60056, 0.65269)  -0.486
H (3.54614, 4.82715, 0.32602)  0.161
H (5.07966, 5.50852, -0.24625)  0.391
H (3.92797, 4.77658, -1.40466)  0.313
H (6.96124, 3.73901, -0.99857)  0.340
H (5.80965, 3.00828, -2.15738)  0.338
H (6.52506, 2.02576, -0.86685)  0.295
C (-3.65011, -4.40175, -4.19960)  -1.013
C (-3.78447, -4.37868, -2.69824)  0.540
C (-2.52271, -4.18293, -1.89615)  -0.700
O (-4.86188, -4.51201, -2.15898)  -0.592
H (-4.63162, -4.54965, -4.64752)  0.276
H (-3.24309, -3.45020, -4.55025)  0.390
H (-3.00086, -5.22320, -4.50216)  0.273
H (-2.06864, -3.22404, -2.14794)  0.103
H (-1.82259, -4.99481, -2.09783)  0.389
H (-2.76627, -4.18665, -0.83537)  0.295
C (-2.97769, -6.11121, -7.93420)  -1.153
C (-4.18635, -6.57827, -7.16224)  0.899
C (-5.47175, -6.75400, -7.93072)  -1.165
O (-4.12699, -6.80263, -5.97415)  -0.528
H (-2.12708, -6.02863, -7.25800)  0.290
H (-2.73453, -6.83175, -8.71721)  0.383
H (-3.17254, -5.13130, -8.37404)  0.313
H (-5.33816, -7.50287, -8.71359)  0.355
H (-5.77601, -5.80233, -8.37047)  0.319
H (-6.25428, -7.09232, -7.25219)  0.301
C (3.07916, 1.86640, 3.46357)  -0.944
C (1.68373, 2.42268, 3.37248)  0.891
C (1.45772, 3.81744, 3.89097)  -1.050
O (0.77823, 1.76719, 2.89487)  -0.476
H (3.09394, 0.85501, 3.05653)  0.199
H (3.76183, 2.48704, 2.88245)  0.211
H (3.39698, 1.83058, 4.50769)  0.375
H (2.07360, 4.52553, 3.33372)  0.277
H (1.70017, 3.86436, 4.95164)  0.301
H (0.40951, 4.08605, 3.75990)  0.307
C (0.73314, 6.19697, 8.50947)  -1.106
C (0.62556, 6.33529, 7.01224)  0.813
C (-0.45216, 7.24372, 6.47778)  -1.090
O (1.37470, 5.74054, 6.26831)  -0.525
H (1.54807, 5.51534, 8.75139)  0.292
H (0.94370, 7.16904, 8.95898)  0.334
H (-0.19577, 5.79057, 8.91358)  0.331
H (-0.29364, 8.26172, 6.83820)  0.341
H (-1.43300, 6.88318, 6.79278)  0.328
H (-0.41369, 7.24781, 5.38876)  0.273

---

ORCA calculation (ωB97M-V/def2-TZVPD) on C14H26N2OS2Ti as an isolated structure in a non-equilibrium geometry.

Computed properties:
- E_HOMO (spin up / spin down): -13.58 / -16.14 eV
- Spin multiplicity: 3
- Kohn-Sham gap (spin up / spin down): 7.6 / 10.0 eV
- Expectation value of S²: 2.006
- Net charge: +2

Last column: Mulliken charge in e.
Cartesian coordinates (Å):
Ti (0.12330, -0.20313, 0.41950)  0.256
S (1.26650, 1.47288, 1.82018)  0.071
S (-0.32778, -2.47553, -0.41765)  0.068
C (1.09830, 3.15109, 1.05118)  -1.126
C (3.01465, 1.09985, 1.28995)  -0.630
C (3.09186, 0.36594, -0.03004)  -0.738
N (2.14932, -0.79142, 0.00705)  -0.116
C (2.22848, -1.64748, -1.20680)  -0.644
C (1.39979, -2.89042, -0.96868)  -0.714
H (3.44986, 0.51020, 2.10649)  0.402
H (3.52551, 2.06395, 1.23764)  0.516
H (4.10437, -0.03129, -0.19352)  0.489
H (2.85262, 0.99907, -0.89784)  0.300
H (3.28207, -1.91506, -1.37350)  0.469
H (1.89295, -1.06190, -2.07622)  0.284
H (1.82317, -3.52248, -0.17726)  0.403
H (1.29582, -3.48375, -1.87976)  0.517
C (-1.14527, -2.50203, -2.06697)  -1.077
H (2.46603, -1.37789, 0.79302)  0.377
H (-0.55702, -1.95827, -2.82065)  0.296
H (-2.14071, -2.05386, -1.95423)  0.397
H (-1.24008, -3.56127, -2.34840)  0.457
H (0.04023, 3.42066, 1.09240)  0.390
H (1.48518, 3.18044, 0.02634)  0.357
H (1.67700, 3.82191, 1.69256)  0.435
C (0.68407, -1.63573, 2.48701)  -0.716
C (-0.60589, -1.10713, 2.58704)  -0.855
H (1.52614, -1.14816, 2.99202)  0.433
H (0.84996, -2.66312, 2.14489)  0.472
H (-0.80430, -0.20953, 3.18627)  0.448
H (-1.48993, -1.69033, 2.29624)  0.389
O (0.28234, 0.95329, -1.24133)  -0.191
C (-0.99929, 0.97480, -1.96577)  -0.554
C (-2.14116, 0.97897, -0.97496)  0.593
C (-3.37441, 1.49020, -1.34341)  -0.951
C (-4.36944, 1.62486, -0.38402)  -0.389
C (-4.07898, 1.22965, 0.91851)  -0.852
C (-2.84235, 0.69543, 1.23388)  -0.204
N (-1.86824, 0.56488, 0.29057)  0.474
H (0.61949, 1.85690, -1.05356)  0.094
H (-1.02230, 1.88195, -2.59138)  0.548
H (-1.01258, 0.08067, -2.61503)  0.076
H (-3.48204, 1.78116, -2.39206)  0.491
H (-5.33462, 2.03447, -0.65709)  0.464
H (-4.82304, 1.32998, 1.71603)  0.436
H (-2.56955, 0.36657, 2.24136)  0.356

---

ORCA calculation (ωB97M-V/def2-TZVPD) on a 2-piece molecular cluster, C12H19BClN2O6 overall.

Computed properties:
- E_HOMO: -13.30 eV
- Kohn-Sham gap: 8.7 eV
- Net charge: +1
- ΔE to the lowest compared entry with this formula, charge and spin: 0.000 eV

Last column: Mulliken charge in e.
Cartesian coordinates (Å):
C (4.64381, 0.30820, 1.32669)  -1.136
C (3.98944, 0.76982, 0.02929)  -0.293
O (2.56919, 0.46190, 0.07342)  -0.339
B (1.91722, 0.56233, -1.10606)  0.391
O (2.12338, 1.60298, -1.98482)  -0.492
C (0.82290, -0.52866, -1.56428)  1.020
C (1.06009, -1.89820, -1.73129)  1.131
C (2.43225, -2.50640, -1.53260)  -0.054
O (3.22455, -2.11649, -0.74149)  -0.380
O (2.71398, -3.53515, -2.39979)  -0.492
C (0.03118, -2.75076, -2.12972)  -0.672
C (-1.20946, -2.25511, -2.35987)  -0.837
N (-1.41965, -0.94154, -2.19202)  0.167
C (-0.47500, -0.07271, -1.81033)  0.109
C (-0.92076, 1.34599, -1.66081)  -2.002
C (-1.37541, 1.66398, -0.20216)  0.631
C (-1.56834, 0.47483, 0.72267)  -1.484
Cl (-0.18103, 2.75921, 0.54310)  -0.168
H (5.02269, -0.70322, 1.21039)  0.245
H (5.50842, 0.94834, 1.49705)  0.370
H (3.95429, 0.39158, 2.16009)  0.289
H (4.15526, 1.83873, -0.08744)  0.427
H (4.43283, 0.22855, -0.80214)  0.312
H (2.22680, 2.42206, -1.47736)  0.340
H (2.34598, -4.36207, -2.05469)  0.350
H (0.19562, -3.80735, -2.26665)  0.368
H (-2.04190, -2.85563, -2.69053)  0.417
H (-2.35094, -0.57961, -2.36400)  0.303
H (-1.73638, 1.52212, -2.36339)  0.533
H (-0.11610, 2.01541, -1.92910)  0.455
H (-2.33454, 2.16730, -0.28238)  0.386
H (-2.33182, -0.21796, 0.36423)  0.315
H (-0.63678, -0.04136, 0.95350)  0.215
H (-1.94487, 0.85325, 1.66650)  0.564
C (-5.16960, 0.89123, 4.31025)  -0.715
N (-4.04802, 1.07461, 3.34934)  0.885
O (-3.17027, 0.23309, 3.32202)  -0.537
O (-4.07726, 2.06167, 2.64386)  -0.506
H (-5.00005, -0.02550, 4.86137)  0.317
H (-5.17469, 1.75526, 4.96756)  0.287
H (-6.08703, 0.84528, 3.73160)  0.279

---

ORCA calculation (ωB97M-V/def2-TZVPD) on an isolated ion of composition C6H10O and charge +1 in a non-equilibrium geometry.

Computed properties:
- E_HOMO (spin up / spin down): -13.82 / -15.52 eV
- Spin multiplicity: 2
- Kohn-Sham gap (spin up / spin down): 9.4 / 8.3 eV
- Expectation value of S²: 0.770
- Net charge: +1
- ΔE to the lowest compared entry with this formula, charge and spin: 0.772 eV

Last column: Mulliken charge in e.
Cartesian coordinates (Å):
C (2.19329, 1.01517, 0.19401)  -1.275
C (0.75505, 0.70024, -0.04708)  1.110
C (0.23277, -0.50233, 0.41807)  -0.617
C (-1.15264, -0.77278, 0.28715)  -0.134
C (-1.49506, -2.10402, 0.33483)  -0.154
O (-2.64229, -2.61439, -0.09517)  -0.416
C (0.02916, 1.66225, -0.91502)  -1.308
H (2.69481, 1.16221, -0.75518)  0.378
H (2.24839, 1.92832, 0.79060)  0.346
H (2.69187, 0.25110, 0.78545)  0.364
H (0.81979, -1.12820, 1.07624)  0.357
H (-1.93592, -0.02994, 0.26952)  0.410
H (-0.75895, -2.88175, 0.53837)  0.359
H (-3.39557, -2.46377, 0.49784)  0.385
H (-0.79651, 1.18522, -1.43003)  0.442
H (0.76222, 2.05347, -1.62255)  0.396
H (-0.25041, 2.53921, -0.32704)  0.356